{
  "formula": "C5H7NOS2",
  "method": "the ωB97M-V functional and the def2-TZVPD basis",
  "total_charge": 0,
  "homo_ev": [-5.34, -8.79],
  "gap_ev": [5.7676, 5.4570],
  "spin_multiplicity": 3,
  "species": ["C", "C", "C", "C", "C", "N", "O", "S", "S", "H", "H", "H", "H", "H", "H", "H"],
  "coordinates": [[-0.118549, 1.561616, -1.188908], [-1.099386, 1.204022, -0.420943], [1.237030, 1.057856, -1.042605], [0.938865, -0.682086, 0.606890], [-0.593157, -0.585932, 0.526488], [1.700340, 0.091515, -0.334156], [-1.159984, -0.573516, 1.765221], [1.562249, -2.436683, 0.532031], [-1.419991, -1.679554, -0.533778], [-0.259075, 2.380582, -1.851934], [-2.098685, 1.352581, -0.387319], [2.155498, 1.536004, -1.555768], [1.225720, -0.277788, 1.637263], [-1.594611, -1.437039, 1.851187], [1.904783, -2.396149, -0.799685], [-0.381819, -2.275824, -0.902388]],
  "forces_ev_per_angstrom": [[3.9, -0.5, -0.6], [0.9, -2.0, 2.6], [1.2, 1.9, -2.1], [1.7, 2.2, 0.0], [-0.8, 0.6, -0.3], [-0.4, -2.0, 1.7], [0.0, -0.1, 0.0], [0.0, 0.3, -0.4], [-2.8, 1.2, 0.2], [0.0, 0.7, -0.5], [-2.9, -0.2, 0.2], [-2.2, -0.2, 0.1], [-0.6, -0.9, -1.0], [-0.3, 0.3, 0.3], [-0.2, 0.1, 0.8], [2.4, -1.5, -1.1]]
}



{
  "formula": "C5H10O",
  "method": "the ωB97M-V functional and the def2-TZVPD basis",
  "smiles": "CC1(C)C[C@H]1O",
  "total_charge": 0,
  "homo_ev": -9.38,
  "gap_ev": 10.2805,
  "species": ["C", "C", "C", "C", "C", "O", "H", "H", "H", "H", "H", "H", "H", "H", "H", "H"],
  "coordinates": [[0.133886, -0.157051, -1.540229], [-0.179246, -0.185109, -0.056471], [-1.604567, -0.500233, 0.364670], [0.869691, -0.667902, 0.920383], [0.612664, 0.794940, 0.776603], [1.671538, 1.495727, 0.185012], [-0.260819, 0.760575, -1.997223], [1.215076, -0.156528, -1.700730], [-0.295583, -1.006947, -2.080950], [-1.677186, -0.534427, 1.458767], [-1.898423, -1.493388, -0.000030], [-2.343863, 0.224758, 0.004664], [0.521541, -1.162181, 1.823538], [1.822295, -1.021371, 0.538006], [0.095012, 1.336815, 1.570144], [1.317985, 2.272324, -0.266153]],
  "forces_ev_per_angstrom": [[0.0, 0.0, 0.0], [0.0, 0.0, -0.1], [0.0, 0.0, 0.0], [0.1, -0.2, 0.1], [-0.2, -0.1, 0.2], [-0.1, 0.3, -0.1], [0.0, -0.2, 0.0], [-0.2, 0.0, 0.0], [0.0, 0.0, 0.2], [0.0, 0.1, -0.2], [0.1, 0.2, 0.0], [0.2, 0.0, -0.1], [0.1, 0.0, -0.2], [-0.1, 0.1, 0.0], [0.1, -0.2, 0.0], [0.0, -0.1, 0.0]]
}



{
  "formula": "CH2N2O3S2",
  "method": "the ωB97M-V functional and the def2-TZVPD basis",
  "total_charge": -2,
  "homo_ev": -0.99,
  "gap_ev": 6.5379,
  "species": ["C", "N", "N", "O", "O", "O", "S", "S", "H", "H"],
  "coordinates": [[-8.816608, 0.651584, 0.923217], [-9.390444, 0.008493, 0.101267], [-1.894397, 1.735237, -0.945079], [-8.441628, 1.153642, 1.928302], [-0.257899, -0.729388, 1.084459], [-0.394244, 0.188890, -2.162746], [-9.081394, -0.779417, -1.339939], [-1.574699, 0.240986, -1.326658], [-2.816338, 1.567485, -0.474516], [0.336277, -0.388480, 0.337426]],
  "forces_ev_per_angstrom": [[-1.1, -1.1, 0.3], [0.4, 1.0, 0.7], [-0.9, -2.5, -0.2], [0.6, 0.9, 0.6], [0.8, 0.9, -2.3], [0.4, -0.4, -0.3], [0.0, -0.9, -1.6], [0.1, 2.1, 1.2], [0.7, 0.5, -0.1], [-1.0, -0.8, 1.7]]
}



Going through the records in order, we get energy values of -30498.91676; -7393.70747; -31860.53402 eV.
Going through the records in order, we get energy above the lowest of the compared OMol25 structures with the same formula, charge and spin values of 2.917; 1.058; 1.180 eV.